(1)
Density functional theory data (ωB97M-V/def2-TZVPD) for 2 unconnected molecules or ions with the total composition CH4OS.

XYZ file:
```
7
CH4OS (ωB97M-V/def2-TZVPD)
C 0.56188 -0.73013 2.12803
O 0.36663 -0.51299 0.96041
H 0.61222 -1.70994 2.63140
H 0.47453 0.01268 2.97626
S -0.92411 0.94853 -2.45683
H -0.12556 1.97700 -2.80831
H -0.96559 0.01485 -3.43096
```

Values from the calculation:
Frontier orbital gap: 10.301 eV
Total charge: 0
LUMO level: 0.8 eV

For reference, the Löwdin charges in units of e are: atom 1 (C): -0.16, atom 2 (O): -0.01, atom 3 (H): 0.07, atom 4 (H): 0.08, atom 5 (S): 0.45, atom 6 (H): -0.22, atom 7 (H): -0.22

=====

(2)
Density functional theory data (ωB97M-V/def2-TZVPD) for 2 unconnected molecules or ions with the total composition CH4OS.

XYZ file:
```
7
CH4OS (ωB97M-V/def2-TZVPD)
C -1.47688 -0.33875 -0.66720
O -2.10699 -1.06355 0.03890
H -0.50346 -0.55612 -1.12598
H -1.82097 0.68773 -0.90697
S 1.69075 0.62613 0.37573
H 1.46929 0.78676 1.66640
H 2.74826 -0.14220 0.61912
```

Values from the calculation:
Frontier orbital gap: 10.622 eV
Total charge: 0
LUMO level: 0.7 eV

For reference, the Löwdin charges in units of e are: atom 1 (C): -0.20, atom 2 (O): 0.00, atom 3 (H): 0.03, atom 4 (H): 0.08, atom 5 (S): 0.52, atom 6 (H): -0.22, atom 7 (H): -0.22

=====

(3)
Density functional theory data (ωB97M-V/def2-TZVPD) for a molecular structure, CH4OS.

XYZ file:
```
7
CH4OS (ωB97M-V/def2-TZVPD)
C 0.71948 -0.26438 -0.62218
O 1.25302 0.78339 -0.07293
S -0.49943 -1.60703 0.96328
H -0.17121 -0.33455 -1.29866
H 1.50149 -0.98821 -0.68936
H 0.75047 1.62981 0.25035
H -1.27955 -0.77333 1.44927
```

Values from the calculation:
Frontier orbital gap (alpha / beta): 6.338 / 6.920 eV
Spin multiplicity: 3
Total charge: 0
LUMO level (alpha / beta): 0.7 / -2.4 eV
Expectation value of S²: 2.006

For reference, the Löwdin charges in units of e are: atom 1 (C): -0.44, atom 2 (O): -0.11, atom 3 (S): 0.59, atom 4 (H): 0.07, atom 5 (H): 0.04, atom 6 (H): 0.17, atom 7 (H): -0.31

=====

(4)
Density functional theory data (ωB97M-V/def2-TZVPD) for 2 unconnected molecules or ions with the total composition CH4OS2.

XYZ file:
```
8
CH4OS2 (ωB97M-V/def2-TZVPD)
C -0.21070 -0.93994 -1.74718
O -0.21244 0.05744 -2.40785
H 0.28204 -1.88855 -2.02824
H -0.66730 -0.92377 -0.73934
S -0.75779 1.04127 1.10288
S 1.28201 0.58519 1.27489
H -1.26220 0.58185 2.28052
H 1.54638 1.48650 2.26433
```

Values from the calculation:
Frontier orbital gap: 9.562 eV
Total charge: 0
LUMO level: 0.1 eV

For reference, the Löwdin charges in units of e are: atom 1 (C): -0.18, atom 2 (O): -0.01, atom 3 (H): 0.08, atom 4 (H): 0.02, atom 5 (S): 0.24, atom 6 (S): 0.23, atom 7 (H): -0.19, atom 8 (H): -0.19

=====

(5)
Density functional theory data (ωB97M-V/def2-TZVPD) for 2 unconnected molecules or ions with the total composition CH4OS2.

XYZ file:
```
8
CH4OS2 (ωB97M-V/def2-TZVPD)
C -1.26398 0.71403 -0.08287
O -2.11344 -0.25485 0.11229
S 3.49610 -1.16551 0.08569
S -3.70095 -0.13021 0.29879
H -0.15965 0.54188 -0.08983
H -1.49144 1.81372 -0.17568
H 2.87041 0.04856 0.19826
H 2.36294 -1.56762 -0.34664
```

Values from the calculation:
Frontier orbital gap (alpha / beta): 7.305 / 7.296 eV
Total charge: 0
LUMO level (alpha / beta): -1.3 / -1.3 eV

For reference, the Löwdin charges in units of e are: atom 1 (C): -0.05, atom 2 (O): -0.69, atom 3 (S): 0.50, atom 4 (S): 0.55, atom 5 (H): 0.09, atom 6 (H): 0.11, atom 7 (H): -0.21, atom 8 (H): -0.29

=====

(6)
Density functional theory data (ωB97M-V/def2-TZVPD) for 2 unconnected molecules or ions with the total composition CH4OS3.

XYZ file:
```
9
CH4OS3 (ωB97M-V/def2-TZVPD)
C -1.09420 0.86274 1.28056
O 3.58850 -0.00594 -0.92869
S 0.99697 0.95658 -2.11983
S 1.44487 -0.33128 0.92306
S 2.28614 0.55208 -0.68973
H -1.67685 -0.02824 1.65425
H -1.21116 1.28436 0.27690
H -0.63757 1.46053 2.13328
H 2.70046 1.87410 -0.41368
```

Values from the calculation:
Frontier orbital gap (alpha / beta): 7.493 / 6.104 eV
Total charge: 0
LUMO level (alpha / beta): -1.7 / -2.9 eV

Results of the Löwdin charge analysis, in e, for atoms 1 through 8: atom 1 (C): 0.09, atom 2 (O): -0.52, atom 3 (S): 0.14, atom 4 (S): 0.37, atom 5 (S): -0.15, atom 6 (H): 0.03, atom 7 (H): 0.00, atom 8 (H): 0.03

=====

The evaluated F_max for the records listed, in turn: 1.779 1.069 5.916 1.052 5.059 3.529 eV Å⁻¹.
The evaluated energy above the lowest of the compared OMol25 structures with the same formula, charge and spin for the records listed, in turn: 17.9 7.8 14.9 14.4 75.4 94.1 kcal/mol.
The evaluated electronic energy for the records listed, in turn: -13983.0118 -13983.4504 -13979.2792 -24818.6499 -24816.0040 -35650.4231 eV.